Density functional theory data (ωB97M-V with the def2-TZVPD basis set) for a molecular structure, C36H54Cl2F6MnN3O5SSi4Te.

Results
Highest occupied orbital energy (spin up / spin down), eV: -3.7 / -3.7
⟨S²⟩: 0.899
Net charge: -1
2S+1: 2
Lowest unoccupied orbital energy (spin up / spin down), eV: 1.66 / 1.66
Orbital gap (spin up / spin down), hartree: 0.1965 / 0.1963

Each line ends with the Mulliken charge.
CARTESIAN COORDINATES (ANGSTROEM)
Mn: -1.05 1.08 -0.26  -0.98
O: -1.37 6.45 4.21  -0.56
C: -2.44 5.91 3.47  -0.79
C: -2.13 4.65 2.71  0.94
C: -3.15 3.95 2.07  -0.88
C: -2.86 2.85 1.28  -0.61
N: -1.61 2.40 1.14  1.36
C: -0.62 3.03 1.81  -0.46
C: -0.83 4.17 2.58  -0.54
C: 0.71 2.39 1.63  0.46
C: 1.79 2.65 2.47  -0.67
C: 2.97 1.95 2.28  0.39
C: 4.17 2.17 3.17  -0.87
O: 5.28 2.70 2.47  -0.55
C: 3.00 0.99 1.27  -0.85
C: 1.88 0.76 0.50  -1.51
N: 0.75 1.46 0.66  1.40
H: -0.67 6.69 3.59  0.35
H: -2.84 6.65 2.77  0.28
H: -3.24 5.70 4.19  0.36
H: -4.18 4.27 2.15  0.46
H: -3.62 2.31 0.72  0.01
H: 0.00 4.66 3.06  0.24
H: 1.71 3.37 3.27  0.31
H: 4.43 1.22 3.66  0.20
H: 3.93 2.89 3.95  0.39
H: 5.38 2.22 1.64  0.38
H: 3.88 0.38 1.11  0.54
H: 1.84 -0.03 -0.24  1.16
Cl: -2.47 -2.19 -2.07  0.06
C: -3.51 -1.08 -2.93  -0.01
C: -3.73 -1.33 -4.27  -0.74
C: -4.59 -0.51 -4.99  -0.50
C: -5.22 0.53 -4.33  -0.73
C: -4.97 0.75 -2.99  0.57
Cl: -5.82 2.10 -2.26  -0.24
C: -4.10 -0.02 -2.21  -0.25
S: -3.79 0.26 -0.54  -0.17
H: -3.23 -2.17 -4.74  0.42
H: -4.77 -0.70 -6.04  0.36
H: -5.91 1.19 -4.86  0.42
O: -0.16 -0.66 -3.91  -0.47
C: 0.22 0.21 -2.99  -1.02
O: -0.23 0.19 -1.86  0.15
C: 1.27 1.21 -3.45  1.98
N: 1.49 1.07 -4.90  -0.59
C: 2.94 0.97 -5.15  -0.91
C: 3.60 1.47 -3.87  -0.74
C: 2.64 0.98 -2.80  -0.09
H: 0.89 2.19 -3.20  -0.64
H: 1.08 1.85 -5.39  0.31
H: 0.33 -0.39 -4.72  0.56
H: 3.21 1.55 -6.04  0.41
H: 3.21 -0.07 -5.34  0.30
H: 3.64 2.57 -3.87  0.31
H: 4.62 1.09 -3.75  0.45
H: 2.72 1.52 -1.86  -0.06
H: 2.80 -0.08 -2.60  0.08
C: 3.78 -2.34 2.04  -0.99
Si: 2.20 -2.67 3.04  0.31
C: 2.61 -4.17 4.11  -1.10
C: 1.95 -1.20 4.18  -0.73
Si: 0.27 -2.98 1.73  0.38
Te: -1.09 -0.93 1.70  -0.64
Si: 0.93 -4.05 -0.25  0.23
C: 2.33 -5.26 0.10  -1.12
C: 1.52 -2.81 -1.53  -0.19
C: -0.43 -5.11 -1.00  -0.99
Si: -1.14 -4.46 2.86  0.50
C: -0.43 -6.21 2.97  -1.01
C: -1.41 -3.83 4.61  -1.03
C: -2.79 -4.53 1.98  -1.01
H: 4.46 -1.70 2.61  0.47
H: 3.57 -1.85 1.09  -0.02
H: 4.30 -3.27 1.82  0.47
H: 3.53 -4.00 4.69  0.40
H: 2.76 -5.06 3.50  0.29
H: 1.81 -4.39 4.82  0.26
H: 2.83 -1.05 4.82  0.33
H: 1.08 -1.34 4.82  0.29
H: 1.76 -0.29 3.61  -0.03
H: 3.26 -4.76 0.39  0.27
H: 2.53 -5.85 -0.79  0.39
H: 2.06 -5.95 0.90  0.22
H: 2.40 -2.28 -1.17  0.11
H: 0.73 -2.09 -1.74  -0.48
H: 1.78 -3.32 -2.46  0.56
H: -0.64 -5.96 -0.35  0.29
H: -0.09 -5.51 -1.96  0.37
H: -1.36 -4.57 -1.17  0.17
H: 0.54 -6.22 3.47  0.28
H: -0.29 -6.64 1.98  0.25
H: -1.11 -6.86 3.53  0.40
H: -0.49 -3.79 5.18  0.24
H: -2.12 -4.47 5.15  0.39
H: -1.83 -2.82 4.58  0.25
H: -2.69 -4.94 0.97  0.24
H: -3.20 -3.52 1.87  0.27
H: -3.50 -5.14 2.54  0.37
C: -2.82 4.51 -1.69  -1.62
C: -1.72 3.56 -2.22  1.39
O: -1.79 2.35 -1.66  0.73
C: -0.31 4.26 -2.03  -0.02
F: -0.38 5.42 -1.35  -0.41
F: 0.34 4.55 -3.18  -0.34
F: 0.53 3.48 -1.33  0.02
C: -1.99 3.42 -3.75  0.10
F: -3.20 2.89 -3.95  -0.11
F: -1.10 2.60 -4.38  -0.11
F: -1.96 4.60 -4.42  -0.35
H: -2.65 4.70 -0.64  0.39
H: -3.76 3.99 -1.81  0.11
H: -2.85 5.47 -2.22  0.39

Density functional theory data (ωB97M-V with the def2-TZVPD basis set) for a molecular structure, C30H25N9O11P2SSr.

Results
Highest occupied orbital energy, eV: -2.1
Net charge: -2
Lowest unoccupied orbital energy, eV: 3.33
Orbital gap, hartree: 0.2000

Each line ends with the Mulliken charge.
CARTESIAN COORDINATES (ANGSTROEM)
Sr: 0.13 -0.58 0.34  1.57
O: -3.20 1.22 -2.47  -0.72
C: -2.65 2.32 -3.03  0.24
C: -3.36 2.97 -4.04  -0.59
C: -2.85 4.11 -4.63  -0.30
C: -1.62 4.62 -4.23  -0.72
C: -0.91 3.96 -3.24  -0.50
C: -1.40 2.82 -2.63  0.08
C: -0.59 2.07 -1.61  -0.09
O: -1.25 1.29 -0.81  0.36
N: 0.70 2.25 -1.67  -0.67
N: 1.40 1.47 -0.77  0.65
C: 2.67 1.64 -0.80  -0.95
C: 3.66 1.01 0.06  0.92
C: 5.00 1.27 -0.26  -0.70
C: 6.05 0.80 0.50  -0.72
C: 5.75 0.05 1.65  -0.26
C: 4.46 -0.21 2.01  -0.77
C: 3.34 0.24 1.24  0.15
O: 2.15 -0.03 1.61  -0.54
H: -2.63 1.04 -1.67  0.24
H: -4.32 2.56 -4.33  0.40
H: -3.42 4.61 -5.41  0.36
H: -1.22 5.51 -4.69  0.37
H: 0.06 4.32 -2.92  0.43
H: 3.07 2.35 -1.53  0.12
H: 5.20 1.86 -1.14  0.27
H: 7.08 1.01 0.22  0.36
H: 6.56 -0.32 2.27  0.35
H: 4.22 -0.79 2.89  0.42
S: -3.66 -4.43 -6.19  0.05
N: -2.54 -3.27 -6.19  -0.73
C: -2.31 -2.95 -4.93  0.93
C: -1.35 -1.98 -4.45  0.35
C: -0.50 -1.30 -5.32  -0.67
C: 0.45 -0.46 -4.78  -1.22
C: 0.50 -0.32 -3.40  -0.43
N: -0.33 -0.93 -2.56  1.06
C: -1.25 -1.74 -3.08  -0.32
C: -2.14 -2.46 -2.13  -0.42
N: -2.08 -2.12 -0.84  1.05
C: -2.74 -2.86 0.04  -0.22
C: -3.54 -3.95 -0.32  -1.32
C: -3.69 -4.24 -1.64  -0.97
C: -2.99 -3.48 -2.58  0.24
C: -3.10 -3.71 -4.01  0.96
N: -3.89 -4.58 -4.59  -0.73
H: -0.58 -1.46 -6.39  0.49
H: 1.14 0.09 -5.41  0.47
H: 1.25 0.31 -2.95  0.38
H: -2.60 -2.60 1.08  0.28
H: -4.02 -4.54 0.46  0.48
H: -4.33 -5.05 -1.99  0.47
O: 2.29 -4.58 0.37  -0.55
P: 0.84 -3.88 0.40  0.50
O: -0.22 -4.92 0.32  -0.77
O: 0.90 -2.73 -0.55  -0.69
O: 0.86 -3.24 1.91  -0.23
P: -0.28 -2.72 2.93  0.23
O: -1.32 -3.96 3.02  -0.53
O: 0.33 -2.45 4.25  -0.79
O: -1.08 -1.65 2.22  0.41
H: 2.20 -5.48 0.69  0.29
H: -0.89 -4.76 3.33  0.32
C: -3.28 -0.74 4.18  -0.93
N: -2.87 0.61 3.87  0.08
C: -2.14 1.42 4.82  -0.42
C: -1.75 2.62 3.94  0.40
O: -1.30 3.65 4.39  -0.70
N: -2.05 2.33 2.64  -0.62
C: -2.64 1.14 2.64  0.59
N: -3.09 0.55 1.51  -0.44
H: -3.88 -0.72 5.09  0.37
H: -2.43 -1.41 4.31  0.20
H: -3.92 -1.12 3.38  0.33
H: -1.25 0.91 5.18  0.28
H: -2.76 1.73 5.67  0.28
H: -2.70 0.96 0.67  0.43
H: -3.08 -0.46 1.52  0.02